This record from the Open Molecules 2025 dataset describes a 3-piece molecular cluster, C4H12O3 overall in a non-equilibrium geometry. The level of theory is ωB97M-V/def2-TZVPD.

```
19
Properties=species:S:1:pos:R:3:forces:R:3:mulliken_charge:R:1
C 1.61885 -0.41029 -1.52457 -1.1 -0.7 -0.2 -1.184
C 0.84288 0.87367 -1.58881 0.4 -0.4 0.8 -0.188
C -0.27747 1.12938 -0.91709 0.4 0.0 -0.3 0.705
C -0.89639 2.48443 -0.82280 -0.2 0.2 0.6 -1.239
O -0.97585 0.17573 -0.23849 -0.4 0.1 0.6 -0.505
H 2.28469 -0.48419 -2.37437 0.3 -0.1 0.0 0.349
H 0.94117 -1.27403 -1.57531 0.0 0.1 -0.2 0.287
H 2.14295 -0.59502 -0.58693 0.3 0.4 0.0 0.287
H 1.34896 1.67150 -2.07733 0.1 0.7 -0.3 0.298
H -0.68600 3.08386 -1.70142 -0.3 0.0 -0.2 0.327
H -0.49857 3.05638 0.02430 0.2 -0.3 0.0 0.249
H -1.96058 2.40018 -0.58642 0.0 0.0 -0.5 0.339
H -0.41072 -0.49158 0.17205 0.2 -0.2 -0.4 0.303
O 0.19875 -2.42833 0.87365 -0.4 0.1 0.2 -0.648
H -0.47117 -3.04799 0.56050 0.2 0.0 -0.1 0.314
H -0.20971 -2.05810 1.67672 0.2 0.0 0.0 0.336
O -0.95620 -1.12818 3.23101 0.1 -0.5 0.4 -0.691
H -0.31663 -1.31243 3.93312 0.1 0.2 -0.2 0.333
H -1.71895 -1.64498 3.52218 -0.1 0.2 -0.2 0.329
```
Forces are in eV/Å.

Calculated values
- SMILES string = C/C=C(/C)O.O.O
- multiplicity = 1
- orbital gap (eV) = 8.3104
- energy relative to the best compared isomer or geometry (same formula, charge and spin) (kcal per mole) = 11.8